[1]
# C24H29N3O5S

One molecule with the formula C24H29N3O5S (wB97M-V/def2-TZVPD, OMol25).

Output
Relative energy (zero: lowest compared OMol25 entry of this formula, charge and spin)   0.943 eV
SMILES string   CCOc1cc2[nH]c(=S)n(Cc3ccc(C(=O)NCCCOC)cc3)c(=O)c2cc1OCC
Orbital gap   8.374 eV
Multiplicity   1

Each line ends with the Löwdin charge.
Geometry (Å):
C -8.382 -0.967 -0.591  -0.05
C -7.608 -0.524 -1.827  -0.22
O -6.305 -1.086 -1.879  -0.02
C -5.324 -0.758 -1.012  -0.18
C -4.268 -1.663 -0.996  0.08
C -3.155 -1.470 -0.192  -0.18
N -2.107 -2.357 -0.167  0.09
C -1.004 -2.205 0.612  -0.77
S 0.176 -3.353 0.554  0.71
N -0.943 -1.103 1.417  0.00
C 0.253 -0.920 2.230  -0.13
C 1.438 -0.534 1.385  -0.23
C 2.641 -1.216 1.498  -0.06
C 3.718 -0.875 0.701  -0.02
C 3.607 0.159 -0.223  -0.14
C 4.741 0.575 -1.100  -0.47
O 4.942 1.734 -1.406  0.07
N 5.506 -0.448 -1.552  0.06
C 6.708 -0.240 -2.323  -0.18
C 7.969 -0.523 -1.505  -0.15
C 8.114 0.447 -0.338  -0.25
O 9.273 0.104 0.389  -0.19
C 9.505 0.953 1.481  -0.12
C 2.411 0.864 -0.311  0.00
C 1.334 0.516 0.480  -0.01
C -1.938 -0.126 1.497  -0.36
O -1.817 0.823 2.245  0.09
C -3.092 -0.347 0.634  -0.07
C -4.144 0.570 0.621  0.07
C -5.251 0.399 -0.187  -0.17
O -6.280 1.291 -0.241  -0.09
C -6.266 2.416 0.619  -0.24
C -7.557 3.184 0.382  -0.06
H -8.391 -2.053 -0.525  0.08
H -9.405 -0.608 -0.656  0.08
H -7.926 -0.565 0.310  0.07
H -8.087 -0.915 -2.729  0.13
H -7.569 0.566 -1.887  0.11
H -4.341 -2.527 -1.637  0.13
H -2.128 -3.182 -0.751  0.14
H 0.018 -0.122 2.941  0.13
H 0.456 -1.849 2.768  0.11
H 2.731 -2.027 2.204  0.11
H 4.651 -1.409 0.822  0.11
H 5.298 -1.388 -1.256  0.13
H 6.686 -0.887 -3.206  0.12
H 6.692 0.804 -2.643  0.12
H 8.846 -0.434 -2.147  0.12
H 7.944 -1.542 -1.113  0.12
H 8.188 1.480 -0.711  0.13
H 7.230 0.395 0.318  0.12
H 9.643 1.992 1.155  0.09
H 8.672 0.921 2.195  0.09
H 10.413 0.600 1.965  0.09
H 2.344 1.683 -1.011  0.12
H 0.407 1.066 0.401  0.12
H -4.043 1.428 1.266  0.12
H -6.203 2.089 1.665  0.13
H -5.399 3.051 0.395  0.13
H -8.414 2.550 0.597  0.08
H -7.615 3.506 -0.654  0.08
H -7.589 4.056 1.028  0.08

Cartesian forces, eV/Å:
0.353 0.019 -0.282
-0.729 0.177 0.069
0.407 0.048 0.037
0.315 -0.138 0.112
-0.108 0.132 0.023
-0.321 0.726 0.328
0.025 0.044 -0.007
-0.032 -0.579 -0.307
0.249 -0.429 -0.041
-0.092 -0.051 -0.026
0.257 0.136 0.396
0.124 0.032 0.012
-0.087 0.123 0.059
0.019 0.106 -0.079
-0.217 0.091 0.206
-0.083 -0.240 -0.034
-0.014 0.276 -0.021
0.091 -0.314 0.017
0.341 0.044 -0.027
-0.112 0.333 0.206
-0.071 -0.087 -0.141
0.003 -0.189 -0.197
-0.022 0.054 0.051
0.167 -0.006 -0.088
0.039 -0.098 0.095
-0.260 0.151 0.046
-0.058 0.094 -0.049
-0.188 -0.255 -0.299
-0.088 -0.084 -0.111
0.097 0.034 0.117
-0.051 -0.175 -0.210
-0.107 0.307 0.164
0.345 -0.293 -0.017
-0.054 -0.095 0.010
-0.134 0.044 0.019
-0.003 0.043 0.103
0.064 0.090 0.119
0.003 -0.219 -0.086
-0.043 -0.117 -0.094
0.146 0.123 0.175
0.027 -0.205 -0.131
-0.053 0.142 -0.067
-0.025 -0.105 0.052
0.093 -0.045 -0.005
-0.129 0.121 -0.021
-0.005 0.134 0.037
-0.001 -0.152 -0.080
0.050 -0.045 -0.037
0.038 -0.066 -0.013
-0.031 -0.055 0.036
0.078 0.048 -0.061
0.010 -0.019 0.032
0.039 0.010 0.001
-0.016 0.078 0.066
0.010 0.088 -0.046
-0.099 0.067 -0.024
-0.043 0.102 0.044
0.072 0.007 -0.108
-0.030 -0.111 0.064
-0.101 -0.026 0.044
-0.024 0.070 -0.086
-0.030 0.101 0.058

---

[2]
# C24H29N3O5S

One molecule with the formula C24H29N3O5S (wB97M-V/def2-TZVPD, OMol25).

Output
Relative energy (zero: lowest compared OMol25 entry of this formula, charge and spin)   1.240 eV
SMILES string   CCN(Cc1ccccc1)C(=O)CN1C(=O)COc2ccc(S(=O)(=O)NC3CCCC3)cc21
Orbital gap   9.153 eV
Multiplicity   1

Each line ends with the Löwdin charge.
Geometry (Å):
C -0.807 -5.279 -0.088  -0.06
C -0.057 -4.110 0.548  -0.20
N 0.013 -2.966 -0.338  -0.07
C 1.166 -2.903 -1.215  -0.09
C 2.416 -2.432 -0.511  -0.19
C 3.653 -2.635 -1.110  -0.04
C 4.811 -2.182 -0.504  -0.08
C 4.749 -1.521 0.712  -0.08
C 3.523 -1.317 1.320  -0.08
C 2.364 -1.771 0.709  -0.06
C -0.927 -2.007 -0.458  -0.42
O -0.867 -1.134 -1.304  0.07
C -2.073 -2.039 0.558  -0.03
N -2.919 -0.877 0.398  0.04
C -4.213 -1.066 0.025  -0.39
O -4.695 -2.165 -0.147  0.09
C -5.046 0.203 -0.067  -0.06
O -4.353 1.357 -0.487  0.01
C -3.097 1.505 0.011  -0.18
C -2.538 2.777 0.013  0.02
C -1.246 2.972 0.470  -0.06
C -0.537 1.889 0.946  -0.26
S 1.157 2.042 1.513  0.65
O 1.411 3.418 1.819  -0.28
O 1.355 1.061 2.545  -0.30
N 2.149 1.531 0.295  -0.08
C 2.228 2.025 -1.064  -0.32
C 1.117 1.508 -2.012  -0.13
C 0.418 2.752 -2.567  -0.18
C 1.478 3.846 -2.471  -0.18
C 2.161 3.556 -1.137  -0.14
C -1.086 0.625 0.980  0.00
C -2.365 0.406 0.488  -0.11
H -1.830 -5.001 -0.326  0.07
H -0.316 -5.594 -1.006  0.07
H -0.826 -6.121 0.598  0.08
H -0.535 -3.834 1.489  0.11
H 0.970 -4.408 0.774  0.13
H 1.336 -3.886 -1.664  0.13
H 0.920 -2.197 -2.016  0.13
H 3.706 -3.149 -2.059  0.11
H 5.765 -2.347 -0.983  0.10
H 5.653 -1.167 1.183  0.10
H 3.450 -0.794 2.261  0.11
H 1.416 -1.605 1.199  0.11
H -1.689 -2.074 1.582  0.14
H -2.714 -2.908 0.384  0.13
H -5.491 0.374 0.929  0.15
H -5.855 0.044 -0.782  0.14
H -3.130 3.594 -0.367  0.13
H -0.794 3.950 0.483  0.12
H 2.268 0.532 0.366  0.06
H 3.203 1.683 -1.435  0.15
H 0.420 0.848 -1.499  0.08
H 1.569 0.938 -2.825  0.11
H 0.064 2.601 -3.586  0.11
H -0.439 3.010 -1.944  0.09
H 1.053 4.847 -2.511  0.11
H 2.195 3.743 -3.288  0.11
H 3.150 4.005 -1.064  0.12
H 1.564 3.930 -0.309  0.08
H -0.483 -0.167 1.389  0.11

Cartesian forces, eV/Å:
0.159 0.151 0.152
-0.281 -0.340 0.051
0.400 -0.037 -0.138
-0.065 0.192 -0.258
0.026 -0.030 0.016
-0.083 0.007 0.027
0.058 0.000 -0.055
0.065 0.034 0.053
0.056 -0.016 0.052
-0.025 -0.108 -0.019
-0.199 0.004 0.059
-0.149 0.022 -0.153
-0.091 0.074 -0.103
0.320 -0.275 -0.003
-0.230 0.129 -0.061
-0.211 0.017 -0.045
-0.450 -0.226 0.158
0.296 0.047 -0.193
0.311 0.095 0.259
-0.054 -0.255 0.006
-0.038 0.081 0.059
0.590 0.090 0.256
0.286 -0.186 -0.120
-0.225 0.027 -0.270
-0.140 -0.278 -0.097
-0.288 0.096 0.949
-0.102 0.297 -0.424
-0.072 0.012 -0.001
0.068 -0.015 -0.164
-0.051 -0.016 0.110
0.134 0.037 -0.263
-0.307 -0.039 0.000
-0.007 0.610 0.021
-0.117 0.004 -0.025
0.032 -0.051 -0.101
-0.031 -0.144 0.040
0.117 0.009 0.000
-0.089 0.097 0.099
-0.012 0.044 0.018
0.049 -0.217 0.083
0.017 -0.072 -0.112
0.084 -0.010 -0.036
0.084 0.035 0.047
0.011 0.069 0.098
-0.129 0.008 0.052
-0.001 -0.079 -0.076
0.168 0.085 0.121
0.077 -0.049 -0.160
0.179 -0.073 0.155
-0.076 0.104 -0.023
0.010 0.159 -0.031
0.035 -0.146 0.106
-0.141 0.055 0.123
0.059 -0.086 -0.027
0.000 -0.065 -0.026
-0.110 0.015 -0.015
-0.021 0.010 -0.058
0.046 0.083 -0.065
0.030 0.041 -0.080
0.017 0.060 0.126
0.014 0.146 -0.110
-0.004 -0.233 0.018

---

[3]
# C24H29N3O5S

One molecule with the formula C24H29N3O5S (wB97M-V/def2-TZVPD, OMol25).

Output
Relative energy (zero: lowest compared OMol25 entry of this formula, charge and spin)   1.095 eV
SMILES string   Cc1ccc(N2C[C@H](C(=O)Nc3ccc(S(=O)(=O)NC[C@@H]4CCCO4)cc3)CC2=O)cc1C
Orbital gap   9.296 eV
Multiplicity   1

Each line ends with the Löwdin charge.
Geometry (Å):
C -4.383 -4.684 0.101  -0.05
C -4.429 -3.187 0.103  -0.24
C -5.380 -2.515 0.856  -0.03
C -5.448 -1.134 0.872  0.00
C -4.542 -0.400 0.121  -0.20
N -4.572 1.012 0.145  -0.01
C -4.536 1.814 -1.063  -0.08
C -4.126 3.211 -0.572  -0.18
C -2.610 3.394 -0.676  -0.43
O -2.117 4.266 -1.353  0.09
N -1.911 2.462 0.032  0.16
C -0.531 2.268 0.108  -0.20
C 0.389 3.118 -0.503  0.01
C 1.742 2.851 -0.392  -0.04
C 2.174 1.751 0.322  -0.28
S 3.921 1.381 0.416  0.67
O 4.155 0.632 1.618  -0.29
O 4.649 2.589 0.170  -0.28
N 4.024 0.343 -0.915  -0.11
C 4.647 -0.937 -0.676  -0.19
C 6.181 -0.858 -0.804  -0.32
C 6.891 -2.073 -0.167  -0.12
C 7.825 -1.443 0.873  -0.14
C 7.168 -0.083 1.114  -0.19
O 6.661 0.299 -0.151  -0.12
C 1.271 0.904 0.936  -0.05
C -0.082 1.160 0.831  0.00
C -4.628 3.224 0.874  -0.02
C -4.685 1.756 1.280  -0.46
O -4.770 1.326 2.405  0.09
C -3.575 -1.062 -0.627  0.02
C -3.510 -2.446 -0.647  -0.23
C -2.456 -3.133 -1.459  -0.04
H -3.423 -5.039 0.475  0.08
H -5.171 -5.094 0.727  0.08
H -4.506 -5.071 -0.910  0.08
H -6.088 -3.082 1.443  0.11
H -6.188 -0.627 1.469  0.12
H -3.835 1.406 -1.794  0.13
H -5.533 1.837 -1.523  0.14
H -4.577 3.999 -1.177  0.15
H -2.447 1.791 0.566  0.13
H 0.039 3.974 -1.055  0.10
H 2.476 3.499 -0.842  0.12
H 4.455 0.846 -1.677  0.11
H 4.373 -1.213 0.344  0.11
H 4.244 -1.675 -1.377  0.13
H 6.436 -0.740 -1.866  0.15
H 7.434 -2.654 -0.908  0.11
H 6.158 -2.722 0.313  0.11
H 7.902 -2.033 1.783  0.11
H 8.821 -1.305 0.453  0.11
H 7.864 0.695 1.428  0.13
H 6.351 -0.154 1.842  0.11
H 1.642 0.064 1.498  0.11
H -0.798 0.508 1.311  0.12
H -3.991 3.787 1.555  0.13
H -5.636 3.638 0.941  0.13
H -2.849 -0.496 -1.194  0.11
H -1.821 -2.410 -1.965  0.08
H -2.911 -3.779 -2.209  0.08
H -1.830 -3.757 -0.823  0.08

Cartesian forces, eV/Å:
0.021 0.044 -0.015
-0.030 0.083 0.035
0.065 0.015 -0.076
0.025 0.146 -0.076
-0.089 -0.364 0.148
0.147 -0.066 -0.232
-0.239 0.082 -0.387
0.051 0.139 -0.074
-0.624 -0.067 -0.006
0.151 0.193 -0.134
-0.030 -0.300 0.338
0.455 0.025 -0.080
-0.099 0.076 -0.066
0.112 -0.056 0.101
0.535 0.045 0.147
-0.714 0.107 -0.560
-0.170 -0.208 -0.116
-0.131 0.001 -0.252
-0.042 0.578 0.585
0.491 -0.215 0.199
-0.269 -0.304 -0.251
-0.026 0.137 -0.128
-0.068 0.269 -0.036
0.223 -0.176 0.355
0.048 0.063 -0.146
-0.061 -0.032 0.081
0.076 0.094 -0.078
-0.041 0.032 0.030
0.028 0.408 0.261
-0.060 -0.056 0.244
-0.109 0.064 0.081
-0.069 0.056 0.039
-0.040 -0.004 0.024
0.053 -0.115 0.011
-0.028 -0.068 0.024
0.004 -0.114 -0.048
-0.069 -0.073 0.060
-0.052 0.056 0.059
-0.051 0.027 0.057
0.124 0.006 -0.032
0.143 -0.114 0.043
0.027 0.111 -0.166
0.019 0.006 0.004
0.022 0.153 -0.089
0.025 0.242 -0.118
0.067 -0.277 -0.107
0.032 0.006 0.107
-0.023 -0.046 0.103
-0.033 -0.067 0.023
-0.026 -0.080 -0.007
0.052 -0.041 0.039
0.015 -0.014 0.038
-0.038 -0.048 0.053
0.133 0.011 -0.034
-0.052 -0.142 0.109
-0.067 -0.078 0.062
-0.057 -0.062 0.044
-0.004 -0.011 0.018
0.073 0.081 -0.064
0.056 0.007 -0.045
0.045 -0.081 -0.083
0.091 -0.082 -0.018

---

The highest orbital gap belongs to which entry? number 3